# H20HeO10Xe

A structure of composition H20HeO10Xe (ωB97M-V with the def2-TZVPD basis set, OMol25).

Results
maximum force: 0.74 eV Å⁻¹
total energy: -1096.637225 Eh
relative energy (zero: lowest compared OMol25 entry of this formula, charge and spin): 4.7 kcal per mole
HOMO: -10.185 eV

Geometry (Å):
He -2.2206 3.1991 1.6178
Xe -0.4501 0.8353 -0.3265
O 2.7780 0.2912 -1.6975
H 2.6125 1.2033 -1.9358
H 3.4725 0.0097 -2.2930
O -1.7895 -0.1230 2.8829
H -2.5536 0.4393 2.7551
H -1.6033 -0.0655 3.8201
O 3.1046 3.2550 0.8386
H 2.9401 2.3388 1.0617
H 3.6635 3.5775 1.5455
O -1.6463 -2.3695 0.8881
H -0.9854 -2.8229 0.3647
H -1.1563 -1.9920 1.6186
O 3.0814 0.2808 1.6830
H 2.5152 -0.4729 1.8493
H 3.5241 0.0715 0.8605
O -3.8840 -1.0605 -0.3063
H -3.2376 -1.0843 0.3993
H -4.1839 -0.1517 -0.3264
O 1.4404 -2.0539 -0.6684
H 1.8119 -1.2120 -0.9318
H 1.3921 -2.0067 0.2864
O -1.2215 1.9022 -3.9800
H -1.2959 1.5145 -4.8520
H -0.4060 2.4026 -4.0086
O 0.9694 -2.0181 2.1153
H 0.8971 -2.8287 2.6193
H 0.4725 -1.3756 2.6217
O -2.8166 -0.1743 -3.0698
H -2.8971 -0.1204 -2.1175
H -2.3278 0.6116 -3.3142


# C18H35N3OPPdS2Si

A structure of composition C18H35N3OPPdS2Si (ωB97M-V with the def2-TZVPD basis set, OMol25).

Results
maximum force: 0.55 eV Å⁻¹
total energy: -2501.630457 Eh
relative energy (zero: lowest compared OMol25 entry of this formula, charge and spin): 14.1 kcal per mole
HOMO: -3.774 eV
net charge: -1

Geometry (Å):
Pd 0.0755 0.9223 0.1334
C 3.7787 3.3036 4.2208
Si 2.4398 4.5511 3.8577
C 3.2742 6.1610 3.3478
C 1.4910 4.8640 5.4526
C 1.1656 4.1523 2.5312
C 0.2133 5.1286 2.3180
C -0.8207 4.9620 1.3860
C -0.8470 3.7806 0.6906
N 0.0701 2.8267 0.8540
C 1.0775 2.9522 1.7575
S 2.1191 1.6023 1.8653
H 4.4277 3.7145 5.0021
H 4.3752 3.0884 3.3350
H 3.3635 2.3560 4.5618
H 3.9687 6.5021 4.1202
H 2.5458 6.9561 3.1735
H 3.8383 6.0188 2.4232
H 2.1665 5.1739 6.2545
H 0.9789 3.9536 5.7727
H 0.7344 5.6415 5.3270
H 0.2560 6.0489 2.8943
H -1.5829 5.7110 1.2258
H -1.6332 3.5605 -0.0222
O 0.2651 -0.9312 -0.5240
C -2.9321 0.8604 -1.8279
C -1.7325 0.3087 -2.5946
P -0.1795 1.1133 -2.0681
C 1.1747 0.3144 -3.0092
C 0.7851 -0.4428 -4.2784
C -0.2826 2.8054 -2.7834
C -0.3613 2.9074 -4.3055
H -3.8490 0.3499 -2.1277
H -3.0774 1.9291 -2.0078
H -2.7871 0.7077 -0.7569
H -1.8703 0.3846 -3.6767
H -1.5841 -0.7414 -2.3395
H 1.6189 -0.3772 -2.2935
H 1.9064 1.1000 -3.2195
H 0.1400 -1.2850 -4.0278
H 1.6723 -0.8461 -4.7715
H 0.2564 0.1806 -4.9999
H 0.6037 3.3324 -2.4158
H -1.1324 3.3126 -2.3210
H 0.5418 2.5114 -4.7696
H -0.4675 3.9481 -4.6192
H -1.2135 2.3547 -4.7049
S -1.3890 0.2950 2.1589
C -0.3344 -1.0009 2.6817
N -0.2729 -2.1292 2.0695
C 0.7416 -3.1002 2.4576
C 1.3129 -2.9042 3.8562
C 1.6515 -1.4346 4.0320
N 0.4337 -0.6758 3.8057
H -0.0418 -1.4736 0.2295
H 1.5501 -3.0482 1.7160
H 0.3073 -4.1008 2.3700
H 2.1969 -3.5305 4.0047
H 0.5685 -3.1862 4.6059
H 2.4400 -1.1394 3.3243
H 2.0161 -1.2219 5.0396
H 0.5598 0.3261 3.8473


# C27H45Cl6MgN3O7P

A structure of composition C27H45Cl6MgN3O7P at a distorted geometry (ωB97M-V with the def2-TZVPD basis set, OMol25).

Results
maximum force: 9.11 eV Å⁻¹
total energy: -5048.245613 Eh
HOMO: -9.087 eV
net charge: +1

Geometry (Å):
C -1.1813 3.4991 -6.7157
C -0.5632 2.4254 -6.2377
C -0.0983 1.3338 -5.1341
C 1.0535 1.6951 -4.1295
O 1.8002 2.9149 -4.0987
C 0.9633 4.0768 -3.8080
C 1.9879 5.2493 -3.2875
C 1.2322 6.4294 -2.4691
C 1.4553 0.5958 -3.0109
O 2.4732 0.8812 -2.0425
C 1.9654 0.8465 -0.6750
C 1.5790 2.2940 -0.0615
C -0.0325 2.4707 0.2124
C -0.6451 3.8276 -0.4225
C 0.6913 -0.7720 -3.0392
C -0.4596 -1.1618 -4.0826
N -1.0208 -2.4970 -3.9701
C -2.0133 -2.6907 -5.0062
C -2.4575 -1.6092 -6.0631
N -1.8900 -0.2819 -6.1503
C -0.8672 -0.0788 -5.1445
H -1.7092 4.4700 -7.0696
H 0.1075 3.8696 -3.0705
H 0.5392 4.4703 -4.8086
H 2.7729 4.7584 -2.5853
H 2.5731 5.6806 -4.1991
H 1.7774 6.5321 -1.4444
H 0.1309 6.1985 -2.2370
H 1.4080 7.4255 -3.0187
H 2.8249 0.4034 -0.0190
H 1.0593 0.1575 -0.5105
H 2.0151 3.1827 -0.6615
H 2.0715 2.3356 0.9968
H -0.6209 1.5392 -0.1618
H -0.2323 2.5264 1.3588
H -1.0736 4.5700 0.3421
H -1.4563 3.5995 -1.2259
H 0.2150 4.3571 -0.9834
H 1.0028 -1.5634 -2.2471
H -2.5569 -3.7671 -5.0516
H -3.2738 -1.9089 -6.8343
C 6.2530 -0.0935 -0.4977
Cl 6.0649 -0.3509 1.2519
Cl 7.9438 -0.3827 -0.9623
Cl 5.1950 -1.2194 -1.3766
Cl 5.8048 1.5789 -0.9012
O 1.4079 0.2471 3.6920
P 1.5835 -1.2303 4.0828
O 0.3936 -1.2236 5.2300
C -0.9559 -1.1301 4.7956
C -1.3909 -2.3780 4.0522
O 2.8989 -0.9126 5.0540
C 3.9191 -0.0545 4.5582
C 3.8672 1.2726 5.2940
O 1.8060 -2.8978 4.4224
C 2.3356 -3.4359 5.6316
C 1.3239 -3.5154 6.7576
H -1.0922 -0.2387 4.1763
H -1.5738 -1.0054 5.6893
H -0.8208 -2.4975 3.1234
H -2.4513 -2.3238 3.7986
H -1.2174 -3.2731 4.6546
H 3.8248 0.0866 3.4751
H 4.8984 -0.5444 4.7422
H 2.8726 1.7222 5.2375
H 4.5937 1.9782 4.8830
H 4.0823 1.1283 6.3550
H 3.2465 -2.9330 5.9521
H 2.6407 -4.4584 5.3849
H 1.1297 -2.5299 7.1868
H 1.7004 -4.1524 7.5625
H 0.3722 -3.9207 6.4054
N -4.6982 -4.3569 -6.7256
H -4.5203 -4.7273 -5.7792
H -5.2007 -5.0604 -7.2794
H -5.2678 -3.5012 -6.6588
H -3.8016 -4.1364 -7.1833
Cl -2.5252 -4.6618 -3.7238
Mg -2.5551 -5.5056 -6.0415
Cl 4.8951 -1.2244 6.5392
C -6.9367 -2.1511 3.0912
C -5.4759 -1.7897 3.0518
O -4.7259 -2.0825 3.9681
C -4.9763 -1.0526 1.8374
H -7.1543 -2.6781 4.0235
H -7.5450 -1.2447 3.0515
H -7.1799 -2.8079 2.2529
H -5.4973 -0.0974 1.7420
H -5.1322 -1.6606 0.9434
H -3.9061 -0.8583 1.9465


# C5H13N2

The ion C5H13N2 with charge +1 at a distorted geometry (ωB97M-V with the def2-TZVPD basis set, OMol25).

Results
structure (SMILES): C=CC[C@H]([NH3+])CN
maximum force: 1.98 eV Å⁻¹
total energy: -307.543603 Eh
relative energy (zero: lowest compared OMol25 entry of this formula, charge and spin): 48.9 kcal per mole
HOMO: -13.243 eV
net charge: +1

Geometry (Å):
N 1.0284 0.3726 1.4482
C 0.3778 0.1672 0.0695
C -0.9658 -0.5706 0.2618
C -1.2822 -1.5303 -0.8701
C -1.5043 -2.8006 -0.5665
C 0.2860 1.5704 -0.5179
N 1.5835 2.2242 -0.4381
H 1.5389 1.2693 1.4719
H 1.6477 -0.3943 1.7036
H 0.3583 0.4578 2.2083
H 1.0990 -0.4973 -0.4059
H -1.7309 0.1886 0.3052
H -0.8670 -1.1864 1.1545
H -1.2850 -1.1091 -1.8682
H -1.2621 -3.2217 0.4069
H -2.1254 -3.5268 -1.0818
H -0.1851 1.4439 -1.4994
H -0.4268 2.1340 0.0838
H 2.1903 1.8408 -1.1621
H 1.5246 3.1685 -0.7034


# C6H13N2O

A structure of composition C6H13N2O at a distorted geometry (ωB97M-V with the def2-TZVPD basis set, OMol25).

Results
maximum force: 6.86 eV Å⁻¹
total energy: -420.781462 Eh
relative energy (zero: lowest compared OMol25 entry of this formula, charge and spin): 107.6 kcal per mole
HOMO: -12.903 eV
net charge: +1

Geometry (Å):
C -3.5932 1.4141 0.1861
C 0.8512 -3.4378 0.8557
C -2.5441 1.0905 -0.4888
C 0.8681 -2.6932 -0.2561
C -2.1875 -0.3656 -0.7773
C 1.4738 -1.3995 -0.1820
N 2.0533 -0.4061 -0.1470
N 3.0036 1.8599 0.4251
O -1.1357 -0.7730 -1.2561
H -3.8770 2.4122 0.3700
H -4.4271 0.7166 0.4256
H 0.4795 -4.4958 0.6812
H 1.5083 -3.3154 1.6479
H -1.7684 1.7188 -0.8190
H 0.6287 -3.0442 -1.2287
H -3.0711 -0.9473 -0.4468
H 0.2830 2.5585 -0.5925
H -0.1940 1.9689 -0.4348
H 2.4305 0.7993 0.3546
H 3.1003 1.8776 1.4704
H 2.3114 2.6791 0.3142
H 3.8065 1.7823 -0.1017


LUMO
In order: -0.132 2.782 -8.126 -3.224 -3.418
Unit: eV